A molecular structure, C24H14Br4F6MoN3O7S4, computed with wB97M-V/def2-TZVPD.

Each line ends with the Löwdin charge.
CARTESIAN COORDINATES (ANGSTROEM)
Mo (-0.33, 0.72, -0.71)  1.832
Br (0.69, -1.88, -4.87)  0.841
Br (5.06, 1.85, -4.88)  0.793
Br (3.46, -0.66, -6.34)  0.794
Br (3.95, 2.99, -1.92)  0.852
S (0.31, 1.63, 1.39)  0.800
S (-2.13, 2.13, -2.81)  0.690
S (-2.94, 2.88, -0.41)  0.702
S (3.13, 1.11, 2.46)  0.955
F (-2.14, 4.65, -3.50)  0.185
F (-0.61, 3.43, -4.43)  0.177
F (-4.36, 2.98, 1.71)  0.183
F (-5.09, 1.57, 0.23)  0.170
F (-5.36, 3.70, -0.07)  0.189
F (-2.66, 3.25, -5.08)  0.192
O (-2.17, 0.92, -3.55)  -0.226
O (0.16, -0.29, -2.28)  -0.205
O (-2.15, 1.81, 0.27)  -0.495
O (-2.43, 4.21, -0.31)  -0.215
O (-0.89, 2.32, -1.95)  -0.456
O (1.39, 1.39, -1.14)  -0.281
O (-1.68, -0.47, -0.75)  -0.224
N (-3.36, 2.39, -1.88)  -0.256
N (1.73, -0.59, 1.06)  -0.018
N (0.63, -0.87, 0.27)  -0.123
C (1.20, -3.13, 0.91)  0.014
C (2.35, -1.21, 6.46)  -0.068
C (-0.73, -2.61, -0.70)  -0.085
C (-4.58, 2.77, 0.43)  -0.702
C (0.58, 0.01, 4.72)  -0.061
C (2.85, 0.05, -4.71)  -0.724
C (-1.77, -1.76, -1.11)  -0.256
C (1.73, 0.59, 1.57)  -0.987
C (-2.85, -2.19, -1.85)  0.033
C (1.70, -0.49, -4.13)  -0.641
C (2.33, 1.68, 4.02)  -0.392
C (1.98, 1.05, -2.30)  -0.339
C (3.11, 1.61, -2.86)  -0.644
C (-1.88, 3.48, -4.06)  -0.684
C (-0.80, -3.95, -1.12)  0.002
C (3.54, 1.10, -4.08)  -0.723
C (1.07, -1.72, 6.32)  -0.080
C (-2.88, -3.51, -2.25)  -0.018
C (1.86, 0.52, 4.86)  -0.306
C (-1.85, -4.39, -1.89)  -0.034
C (0.18, -1.10, 5.44)  -0.077
C (1.27, 0.05, -2.94)  -0.339
C (0.36, -2.15, 0.14)  -0.170
C (2.75, -0.10, 5.74)  -0.044
H (2.22, -3.11, 0.54)  0.114
H (1.51, 2.36, 3.75)  0.061
H (0.79, -4.13, 0.87)  0.079
H (-0.01, -4.63, -0.86)  0.118
H (3.11, 2.26, 4.51)  0.085
H (-1.88, -5.42, -2.22)  0.120
H (-0.13, 0.50, 4.05)  0.088
H (1.25, -2.81, 1.95)  0.099
H (-3.62, -1.49, -2.13)  0.138
H (3.75, 0.30, 5.85)  0.119
H (-0.83, -1.49, 5.33)  0.105
H (-3.71, -3.86, -2.85)  0.125
H (3.04, -1.68, 7.15)  0.110
H (0.75, -2.58, 6.89)  0.107

Calculated values
max |F| = 1.99 eV/A
total charge = +1
calculated total energy = -14169.87533 Ha
E_LUMO = -0.2149 Eh

---

A molecular structure, C31H26AsBHfO2, computed with wB97M-V/def2-TZVPD.

Each line ends with the Löwdin charge.
CARTESIAN COORDINATES (ANGSTROEM)
Hf (1.35, 1.46, 0.98)  1.583
As (-0.04, 0.77, -1.35)  1.294
O (-2.05, 1.07, 1.51)  0.001
O (-1.29, 3.02, 2.58)  0.114
C (-1.02, 0.37, -3.02)  -0.304
C (-3.47, 3.66, 3.49)  0.038
C (-2.99, -0.45, -4.18)  -0.045
C (-3.05, 1.70, 2.14)  -0.236
C (0.38, -1.85, -0.63)  -0.240
C (2.04, -2.21, 2.28)  0.001
C (-1.06, -3.26, 0.72)  -0.019
C (3.59, -0.51, -2.92)  -0.040
C (1.46, -0.20, -1.84)  -0.408
C (-2.39, -0.18, -5.41)  -0.043
C (3.52, -0.57, 1.12)  -0.056
C (-4.39, 1.31, 2.20)  0.026
C (-5.28, 2.12, 2.92)  -0.046
C (0.11, -3.10, -0.03)  -0.018
C (3.62, -1.84, -2.48)  -0.026
C (-1.69, -0.96, 0.27)  -0.081
C (-1.95, -2.19, 0.87)  -0.014
C (-1.11, 0.38, -5.45)  -0.047
C (2.62, 0.02, 3.25)  -0.056
C (-2.31, -0.17, -2.99)  -0.076
C (2.71, -0.89, 2.20)  -0.301
C (1.48, -1.52, -1.39)  -0.242
C (3.30, 1.22, 3.21)  -0.088
C (-0.42, 0.65, -4.26)  -0.088
C (-2.61, 2.84, 2.77)  -0.241
C (2.51, 0.31, -2.60)  -0.086
C (4.09, 1.52, 2.12)  -0.100
C (2.57, -2.35, -1.71)  0.005
C (4.20, 0.63, 1.08)  -0.081
C (-4.83, 3.29, 3.56)  -0.042
C (-0.52, -0.80, -0.49)  -0.375
B (-0.90, 1.90, 1.77)  -0.489
H (-2.91, -0.39, -6.33)  0.119
H (-4.72, 0.41, 1.70)  0.119
H (-2.38, -0.13, 0.39)  0.089
H (-5.52, 3.90, 4.12)  0.113
H (-3.98, -0.88, -4.15)  0.117
H (2.61, -3.38, -1.38)  0.124
H (1.82, -2.60, 1.29)  0.053
H (4.83, 0.86, 0.23)  0.135
H (-0.64, 0.60, -6.40)  0.117
H (-3.11, 4.55, 3.98)  0.127
H (-2.80, -0.39, -2.06)  0.095
H (-1.27, -4.21, 1.19)  0.122
H (2.68, -2.92, 2.80)  0.121
H (0.56, 1.09, -4.32)  0.091
H (1.13, 3.26, 0.23)  -0.052
H (-2.85, -2.32, 1.46)  0.120
H (4.61, 2.47, 2.08)  0.134
H (0.79, -3.93, -0.13)  0.123
H (1.10, -2.13, 2.83)  0.105
H (4.46, -2.48, -2.73)  0.122
H (2.00, -0.22, 4.10)  0.142
H (4.41, -0.13, -3.51)  0.118
H (2.49, 1.34, -2.94)  0.111
H (3.61, -1.27, 0.30)  0.115
H (3.23, 1.91, 4.03)  0.137
H (-6.33, 1.84, 2.98)  0.112

Calculated values
max |F| = 3.97 eV/A
total charge = +2
calculated total energy = -3655.38798 Ha
E_LUMO = -0.2940 Eh

---

A molecular structure, C23H26As2CoF3O5S, computed with wB97M-V/def2-TZVPD.

Each line ends with the Löwdin charge.
CARTESIAN COORDINATES (ANGSTROEM)
As (-1.13, -1.15, -2.21)  1.164
As (1.17, -1.63, 0.28)  1.206
Co (-0.70, -0.87, 1.61)  0.403
S (1.12, 1.16, 3.04)  0.497
F (3.36, 1.94, 4.10)  0.128
F (2.02, 0.98, 5.49)  0.125
F (3.12, -0.20, 4.05)  0.111
O (1.78, 1.05, 1.75)  -0.324
O (0.54, 2.44, 3.36)  -0.267
O (-1.41, 0.84, 1.03)  -0.110
O (0.27, -0.01, 3.35)  -0.353
O (-0.31, 1.33, -0.86)  -0.023
C (-1.39, -3.62, 1.86)  -0.155
C (0.76, -0.69, -2.48)  -0.420
C (-2.33, 4.87, 1.62)  -0.087
C (-0.95, 1.65, 0.14)  -0.579
C (-0.65, 4.05, -0.43)  -0.022
C (2.47, 0.96, 4.23)  -0.684
C (-2.39, -3.42, 0.90)  -0.165
C (-0.89, 5.41, -0.23)  -0.093
C (-1.24, 3.11, 0.39)  -0.127
C (-3.08, -2.25, 1.25)  -0.123
C (-1.74, 5.82, 0.79)  -0.108
C (2.99, -0.40, -1.61)  -0.103
C (1.03, -3.45, -0.39)  -0.289
C (1.21, -0.21, -3.71)  -0.119
C (2.53, 0.18, -3.89)  -0.095
C (2.91, -1.81, 1.11)  -0.285
C (-2.07, 3.52, 1.43)  -0.024
C (-1.44, -2.57, 2.81)  -0.238
C (1.67, -0.81, -1.43)  -0.383
C (3.42, 0.10, -2.83)  -0.093
C (-2.00, 0.26, -3.25)  -0.309
C (-2.52, -1.72, 2.43)  -0.233
C (-1.24, -2.51, -3.62)  -0.338
H (0.01, 3.71, -1.22)  0.113
H (-2.17, 1.12, -2.61)  0.010
H (-0.42, 6.14, -0.87)  0.092
H (2.86, 0.56, -4.85)  0.094
H (2.76, -2.34, 2.05)  0.034
H (-2.93, -0.92, 3.04)  0.106
H (-0.90, -2.11, -4.58)  0.012
H (-2.49, 2.77, 2.08)  0.116
H (3.69, -0.45, -0.79)  0.082
H (-2.55, -4.02, 0.01)  0.082
H (0.52, -0.13, -4.54)  0.081
H (-2.97, 5.19, 2.43)  0.094
H (-0.67, -4.44, 1.87)  0.085
H (-0.62, -3.37, -3.36)  0.006
H (1.81, -3.61, -1.13)  0.031
H (-1.93, 6.87, 0.94)  0.090
H (0.05, -3.61, -0.84)  -0.005
H (-1.40, 0.57, -4.10)  0.012
H (-0.91, -2.53, 3.75)  0.097
H (-2.95, -0.14, -3.61)  0.017
H (-3.88, -1.80, 0.68)  0.095
H (4.45, 0.42, -2.95)  0.096
H (3.32, -0.83, 1.33)  0.014
H (-2.27, -2.84, -3.72)  0.010
H (1.15, -4.15, 0.44)  0.016
H (3.56, -2.39, 0.46)  0.031

Calculated values
max |F| = 1.08 eV/A
total charge = -1
expectation value of S² = 0.84
multiplicity = 2
calculated total energy = -7820.40682 Ha
E_LUMO (spin up / spin down) = 0.0771 / 0.1018 Eh

---

A molecular structure, C2H8F6NaO10S2, computed with wB97M-V/def2-TZVPD.

Each line ends with the Löwdin charge.
CARTESIAN COORDINATES (ANGSTROEM)
S (1.76, -1.71, -15.46)  0.486
S (4.17, -1.53, -9.81)  0.509
Na (5.28, -2.48, -14.11)  0.415
F (-0.45, -3.19, -15.52)  0.092
F (0.72, -3.46, -13.71)  0.126
F (1.36, -4.39, -15.57)  0.103
F (3.62, -1.92, -12.30)  0.081
F (3.45, 0.15, -11.72)  0.135
F (1.88, -1.27, -11.19)  0.172
O (6.14, -2.41, -16.41)  -0.028
O (4.62, -4.69, -14.83)  -0.038
O (1.43, -0.81, -14.37)  -0.318
O (3.12, -2.19, -15.53)  -0.348
O (1.21, -1.33, -16.76)  -0.335
O (3.92, -0.35, -8.97)  -0.340
O (5.36, -0.02, -14.01)  -0.028
O (6.00, -3.64, -12.01)  -0.074
O (5.50, -1.63, -10.39)  -0.346
O (3.61, -2.76, -9.29)  -0.319
C (0.81, -3.30, -15.03)  -0.632
C (3.17, -1.09, -11.33)  -0.673
H (6.64, -3.07, -16.91)  0.062
H (6.85, -3.98, -11.70)  0.042
H (5.80, -1.80, -17.07)  0.073
H (4.84, -4.33, -15.71)  0.025
H (4.60, 0.57, -14.00)  0.065
H (6.12, 0.54, -14.16)  0.056
H (5.76, -2.94, -11.36)  -0.018
H (3.83, -5.22, -14.99)  0.054

Calculated values
max |F| = 2.34 eV/A
total charge = -1
calculated total energy = -2391.50836 Ha
E_LUMO = 0.0513 Eh